Record 1
{"formula": "C6H14O", "method": "ωB97M-V/def2-TZVPD", "e_homo_ev": -8.166, "molar_mass_g_mol": 102.177, "orbital_gap_ha": 0.2909, "e_tot_ev": -8491.712, "de_lowest_ev": 5.180, "total_charge": 0, "species": ["C", "C", "C", "C", "C", "C", "H", "H", "H", "H", "H", "H", "H", "H", "H", "H", "H", "H", "H", "H", "O"], "xyz": [[0.026772, -2.725300, 0.079898], [-0.642940, -1.386433, 0.377702], [-0.023998, -0.175498, -0.297778], [1.345614, -0.129342, -0.536567], [-0.864174, 0.929873, -0.521310], [-0.408967, 1.851730, -1.523267], [-0.533880, -3.534213, 0.546455], [-0.007568, -2.948332, -0.987876], [1.060612, -2.732331, 0.409511], [-0.653381, -1.229815, 1.459662], [-1.694827, -1.439387, 0.087399], [1.955626, -1.003324, -0.381382], [1.820412, 0.826680, -0.650496], [1.227244, 0.670461, -2.362776], [-1.925443, 0.840534, -0.307109], [0.002159, 2.821487, -1.242405], [0.555648, 1.135363, -1.984761], [-1.124929, 2.033616, -2.331849], [1.129163, 1.858368, 2.227049], [-0.015514, 1.433546, 1.320050], [0.225425, 1.536580, 2.258589]], "forces_ev_per_a": [[-0.404, 0.124, -0.358], [-0.162, -0.208, 0.014], [-0.563, 0.524, 1.856], [-0.248, 0.324, -1.231], [0.651, -1.208, -1.089], [-0.742, 0.894, 0.022], [0.171, 0.010, 0.277], [0.194, 0.132, -0.080], [0.065, -0.230, 0.108], [0.130, 0.121, 0.005], [0.026, -0.015, -0.047], [0.150, 0.013, -0.111], [0.448, -0.034, 0.535], [0.436, -1.223, 0.719], [-0.048, -0.444, -0.457], [0.948, -0.406, -0.133], [-0.783, 1.341, -0.718], [-0.332, 0.184, 0.366], [0.113, 0.036, 0.112], [-0.001, -0.037, 0.369], [-0.048, 0.101, -0.160]], "lowdin_charge": [-0.107, -0.214, -0.367, 0.023, -0.159, -0.120, 0.072, 0.080, 0.061, 0.116, 0.107, 0.060, 0.040, 0.185, 0.112, 0.093, -0.015, 0.082, 0.032, -0.015, -0.064]}

---

Record 2
{"formula": "C6H14O", "method": "ωB97M-V/def2-TZVPD", "e_homo_ev": -8.311, "molar_mass_g_mol": 102.177, "orbital_gap_ha": 0.3362, "e_tot_ev": -8493.441, "de_lowest_ev": 3.452, "total_charge": 0, "species": ["C", "C", "C", "C", "C", "C", "O", "H", "H", "H", "H", "H", "H", "H", "H", "H", "H", "H", "H", "H", "H"], "xyz": [[-1.485766, -0.806339, -1.034304], [-1.130152, -0.273770, 0.353742], [-2.287989, 0.528103, 0.945380], [0.133097, 0.591199, 0.318198], [1.380569, -0.152021, -0.066597], [2.658712, 0.646921, -0.142213], [1.436813, -1.408847, 0.406583], [-2.305489, -1.530186, -0.968592], [-0.624954, -1.277131, -1.517269], [-1.808608, 0.016283, -1.684966], [-0.930197, -1.128395, 1.015055], [-3.203864, -0.071702, 0.965990], [-2.488789, 1.420864, 0.339766], [-2.073863, 0.855659, 1.970158], [0.265701, 1.102458, 1.290707], [0.054824, 1.379351, -0.437333], [1.322353, -0.278951, -1.801048], [3.569443, 0.100177, 0.133977], [2.631478, 1.654961, 0.290653], [2.478180, 0.595006, -1.225630], [2.316573, -1.756432, 0.207327]], "forces_ev_per_a": [[-0.037, -0.010, -0.034], [-0.015, 0.023, 0.011], [-0.076, 0.015, 0.015], [-0.020, -0.035, -0.258], [-0.765, -0.317, -2.538], [0.081, 0.075, -0.956], [0.259, -0.413, 0.494], [0.098, 0.103, -0.034], [-0.197, -0.008, 0.125], [0.016, -0.084, 0.078], [-0.014, 0.153, -0.121], [0.097, 0.079, 0.012], [0.023, -0.106, 0.073], [-0.018, -0.052, -0.160], [0.201, -0.309, -0.181], [-0.260, 0.094, 0.167], [-0.944, -0.478, 2.811], [-0.323, 0.073, 0.019], [-0.086, -0.391, 0.032], [2.168, 1.677, 0.334], [-0.188, -0.089, 0.111]], "lowdin_charge": [-0.088, -0.439, -0.088, -0.160, -0.481, -0.074, 0.034, 0.078, 0.048, 0.084, 0.132, 0.077, 0.081, 0.076, 0.135, 0.130, 0.147, 0.082, 0.083, 0.027, 0.117]}

---

Record 3
{"formula": "C6H14O", "method": "ωB97M-V/def2-TZVPD", "smiles": "COCC(C)(C)C", "e_homo_ev": -9.641, "molar_mass_g_mol": 102.177, "orbital_gap_ha": 0.3876, "e_tot_ev": -8495.257, "de_lowest_ev": 1.635, "total_charge": 0, "species": ["C", "O", "C", "C", "C", "C", "C", "H", "H", "H", "H", "H", "H", "H", "H", "H", "H", "H", "H", "H", "H"], "xyz": [[-1.879959, -1.802946, 0.007906], [-0.805851, -1.390974, -0.874616], [0.508656, -0.968145, -0.509898], [0.534515, 0.491442, -0.013048], [1.933984, 0.825619, 0.498360], [0.142713, 1.404897, -1.181166], [-0.501123, 0.579339, 1.103796], [-2.320464, -1.146623, 0.785716], [-1.632640, -2.727803, 0.533530], [-2.698362, -1.923285, -0.693079], [1.110946, -1.003690, -1.434147], [1.004463, -1.641882, 0.211258], [2.183529, 0.207070, 1.370016], [1.994334, 1.876311, 0.804710], [2.694063, 0.650485, -0.273031], [-0.791793, 1.061795, -1.639427], [0.918159, 1.404964, -1.957982], [0.002888, 2.438737, -0.844165], [-1.225284, -0.178231, 0.891525], [-1.077374, 1.505154, 1.123856], [-0.095397, 0.337766, 2.089886]], "forces_ev_per_a": [[0.111, -0.452, -0.425], [-0.482, 0.170, 0.207], [0.011, 0.188, 0.216], [0.039, -0.059, 0.028], [0.084, 0.007, -0.023], [0.010, 0.029, -0.042], [-0.087, 0.122, 0.168], [0.541, -0.120, -0.614], [0.039, -0.184, -0.229], [-0.079, -0.555, -0.073], [-0.385, -0.240, 0.176], [-0.379, 0.065, 0.026], [-0.016, 0.098, -0.152], [-0.001, -0.136, -0.054], [-0.077, 0.059, 0.081], [0.129, 0.071, 0.100], [-0.103, -0.030, 0.115], [0.049, -0.154, -0.020], [0.109, 0.586, 0.375], [0.387, 0.269, 0.168], [0.099, 0.266, -0.029]], "lowdin_charge": [-0.097, -0.186, -0.178, -0.591, -0.063, -0.053, -0.047, 0.076, 0.091, 0.090, 0.133, 0.133, 0.081, 0.088, 0.083, 0.086, 0.084, 0.083, 0.001, 0.092, 0.094]}

---

Record 4
{"formula": "C6H14O", "method": "ωB97M-V/def2-TZVPD", "e_homo_ev": -7.696, "molar_mass_g_mol": 102.177, "orbital_gap_ha": 0.2289, "e_tot_ev": -8490.269, "de_lowest_ev": 6.624, "total_charge": 0, "species": ["C", "O", "C", "C", "C", "C", "C", "H", "H", "H", "H", "H", "H", "H", "H", "H", "H", "H", "H", "H", "H"], "xyz": [[0.039718, -1.570461, 1.516961], [0.477634, -2.059147, 2.538478], [0.529377, -0.473279, 0.748083], [-0.150805, 0.022577, -0.404425], [0.623038, -0.196919, -1.687191], [-0.862686, 1.366552, -0.271291], [-2.152800, 1.470282, -1.095086], [1.520058, -0.140310, 1.029011], [-0.817731, -2.077321, 0.996543], [4.693655, -0.582514, 3.658361], [-1.810480, -1.229744, -0.388560], [5.129121, -0.989134, 3.221031], [-1.131265, -0.801588, -0.267560], [1.667521, -0.307509, -1.404303], [0.533376, 0.630598, -2.386553], [0.257716, -1.078909, -2.206620], [-0.118778, 2.119339, -0.551497], [-1.020380, 1.466613, 0.794413], [-2.958584, 0.963692, -0.552931], [-1.967918, 0.971881, -2.048401], [-2.479788, 2.495303, -1.238463]], "forces_ev_per_a": [[-0.455, 0.515, 0.468], [0.177, -0.083, 0.181], [-0.809, -0.467, 0.833], [3.010, 1.850, -0.267], [-0.266, 0.774, -0.059], [-1.124, -0.836, 0.053], [0.417, -0.173, 0.522], [0.586, -0.590, -0.910], [-0.003, -0.171, -0.045], [-0.056, 0.042, 0.048], [-0.156, -0.165, 0.270], [0.053, -0.043, -0.050], [-1.138, -0.677, -0.361], [0.105, -0.301, -0.170], [-0.043, 0.183, -0.121], [0.226, -0.283, 0.100], [0.016, -0.185, -0.107], [-0.358, 0.416, 0.196], [0.082, -0.097, -0.260], [-0.355, 0.197, -0.145], [0.092, 0.094, -0.175]], "lowdin_charge": [-0.362, -0.007, -0.076, -0.424, -0.038, -0.207, -0.093, 0.127, 0.092, 0.001, 0.225, 0.000, 0.043, 0.091, 0.077, 0.091, 0.130, 0.111, 0.073, 0.074, 0.071]}